Record 1
Molecular formula: C29H59ClO7P2
Method: DFT, the ωB97M-V functional and the def2-TZVPD basis

Kohn-Sham gap	8.7576	eV
energy above the lowest of the compared OMol25 structures with the same formula, charge and spin	6.237	eV
HOMO	-8.8547	eV
SMILES string	CCCCCCCCCCCCCCCCCC[PH](CC(=O)Cl)(CP(=O)(O)O)[C@H](C)CCC.O=C1OCCO1

Positions of all 98 atoms, in Å:
C -1.36 -1.15 -2.27
C -2.66 -1.69 -3.06
C -2.95 -3.21 -2.55
C -4.15 -3.30 -1.49
C -3.96 -2.36 -0.19
C -4.52 -0.86 -0.40
C -5.15 -0.34 0.99
C -3.99 0.40 1.89
C -3.51 -0.49 3.14
C -1.95 -0.14 3.37
C -1.35 -0.80 4.71
C 0.21 -1.16 4.44
C 1.10 0.14 4.12
C 1.76 0.11 2.62
C 3.25 0.71 2.70
C 4.21 0.21 1.48
C 3.85 1.10 0.16
C 4.09 0.31 -1.21
P 4.85 1.25 -2.65
C 5.81 2.88 -2.64
C 6.30 3.41 -1.23
O 6.02 4.61 -0.93
Cl 7.19 2.45 0.04
C 6.46 0.23 -2.39
P 6.34 -1.52 -3.15
O 7.37 -2.50 -2.58
O 6.77 -1.29 -4.82
O 4.75 -2.13 -3.17
C 3.18 2.09 -3.08
C 3.28 2.54 -4.65
C 2.79 3.32 -2.13
C 1.20 3.31 -1.74
C 0.37 3.54 -3.11
H -1.45 -1.48 -1.18
H -0.42 -1.61 -2.75
H -1.30 -0.02 -2.40
H -2.38 -1.75 -4.17
H -3.58 -1.01 -2.97
H -1.95 -3.63 -2.18
H -3.26 -3.80 -3.48
H -5.19 -3.15 -1.97
H -4.15 -4.39 -1.09
H -2.87 -2.35 0.19
H -4.58 -2.83 0.64
H -5.27 -0.77 -1.27
H -3.62 -0.19 -0.69
H -6.02 0.39 0.78
H -5.59 -1.19 1.62
H -4.41 1.42 2.21
H -3.05 0.60 1.24
H -3.65 -1.62 2.99
H -4.07 -0.22 4.11
H -1.35 -0.58 2.48
H -1.78 1.00 3.35
H -1.49 -0.15 5.65
H -1.88 -1.82 4.85
H 0.60 -1.58 5.44
H 0.26 -1.98 3.64
H 0.52 1.12 4.21
H 1.97 0.15 4.85
H 1.70 -0.95 2.20
H 1.16 0.81 1.92
H 3.76 0.42 3.69
H 3.14 1.86 2.66
H 5.28 0.46 1.79
H 4.04 -0.91 1.30
H 4.35 2.12 0.25
H 2.71 1.29 0.25
H 3.05 -0.07 -1.57
H 4.66 -0.66 -0.94
H 4.75 0.60 -3.96
H 6.77 2.71 -3.27
H 5.29 3.76 -3.18
H 7.41 0.68 -2.85
H 6.71 0.03 -1.28
H 6.20 -0.58 -5.20
H 4.17 -1.59 -3.76
H 2.29 1.36 -3.05
H 2.55 3.39 -4.85
H 2.89 1.63 -5.25
H 4.35 2.74 -4.98
H 2.91 4.28 -2.78
H 3.47 3.48 -1.23
H 0.95 2.28 -1.33
H 0.92 4.17 -1.04
H 0.67 4.52 -3.64
H -0.75 3.61 -2.92
H 0.53 2.69 -3.87
O -5.77 -1.34 5.10
C -6.83 -1.74 4.73
O -7.39 -2.92 5.11
C -8.73 -2.93 4.64
C -8.69 -1.96 3.49
O -7.65 -1.07 3.86
H -9.03 -3.93 4.33
H -9.39 -2.60 5.44
H -8.42 -2.45 2.54
H -9.63 -1.43 3.36

Here are the Löwdin charges for atoms 1 to 2, given in e: -0.14 -0.25



Record 2
Molecular formula: C2H7OS
Method: DFT, the ωB97M-V functional and the def2-TZVPD basis

Kohn-Sham gap	4.3623	eV
energy above the lowest of the compared OMol25 structures with the same formula, charge and spin	3.300	eV
HOMO	-0.3499	eV
charge	-1

Positions of all 11 atoms, in Å:
O -0.87 2.00 1.33
H -0.68 1.57 2.18
C -0.82 -0.35 -1.45
S 0.56 -0.06 -0.48
C 0.75 -1.57 0.63
H -1.16 -1.39 -1.50
H -1.31 0.34 -2.13
H -0.64 1.25 0.70
H 1.21 -2.23 -0.09
H 1.42 -1.12 1.36
H -0.16 -1.98 1.09

Here are the Löwdin charges for atoms 1 to 2, given in e: -0.18 0.00



Record 3
Molecular formula: C33H24KN2O3PS3
Method: DFT, the ωB97M-V functional and the def2-TZVPD basis

Kohn-Sham gap	4.6912	eV
energy above the lowest of the compared OMol25 structures with the same formula, charge and spin	1.189	eV
HOMO	-0.7406	eV
charge	-2

Positions of all 67 atoms, in Å:
K -0.52 0.80 -0.08
S 3.45 -0.66 -0.31
C 2.96 -2.26 -0.27
N 1.82 -2.81 -0.59
C 1.82 -4.18 -0.51
C 0.75 -5.01 -0.86
C 0.88 -6.38 -0.73
C 2.06 -6.96 -0.27
C 3.14 -6.15 0.07
C 3.02 -4.78 -0.06
S 4.19 -3.53 0.23
H -0.16 -4.56 -1.22
H 0.04 -7.02 -1.00
H 2.14 -8.03 -0.18
H 4.07 -6.58 0.43
O -2.59 1.28 -0.96
S -3.33 1.41 0.29
O -3.84 2.71 0.60
O -2.58 0.77 1.39
C -4.72 0.31 0.07
C -6.02 0.77 -0.01
C -7.05 -0.15 -0.15
C -6.76 -1.51 -0.20
C -5.45 -1.96 -0.14
C -4.40 -1.05 0.01
P -2.60 -1.51 0.09
C -2.69 -2.84 -1.19
C -2.37 -2.40 -2.48
C -2.41 -3.27 -3.56
C -2.77 -4.60 -3.36
C -3.08 -5.04 -2.09
C -3.04 -4.17 -1.01
C -2.55 -2.52 1.62
C -1.31 -3.11 1.91
C -1.12 -3.84 3.06
C -2.15 -3.99 3.97
C -3.38 -3.39 3.71
C -3.58 -2.67 2.55
H -6.20 1.83 0.03
H -8.08 0.19 -0.21
H -7.56 -2.23 -0.29
H -5.24 -3.02 -0.21
H -2.07 -1.37 -2.62
H -2.15 -2.92 -4.55
H -2.78 -5.29 -4.20
H -3.34 -6.08 -1.93
H -3.24 -4.54 -0.01
H -0.48 -2.98 1.21
H -0.15 -4.29 3.26
H -2.00 -4.55 4.89
H -4.18 -3.49 4.43
H -4.53 -2.19 2.37
C 1.15 3.01 0.05
C 0.15 3.88 -0.31
C -0.60 4.65 0.64
C -1.51 5.60 0.26
C -1.77 5.87 -1.10
C -1.10 5.08 -2.06
C -0.19 4.12 -1.70
C -2.64 6.90 -1.49
N -3.34 7.77 -1.81
H 1.46 2.93 1.09
H 1.76 2.51 -0.69
H -0.44 4.46 1.70
H -2.05 6.16 1.02
H -1.32 5.24 -3.11
H 0.31 3.54 -2.46

Here are the Löwdin charges for atoms 1 to 2, given in e: 0.75 0.41